Formula: C4H7NO2
Source: the Open Molecules 2025 dataset
Level of theory: the ωB97M-V functional and the def2-TZVPD basis

As for the relative energy (zero: lowest compared OMol25 entry of this formula, charge and spin): 162.6 kJ/mol. The orbital gap comes out at 0.3725 Eh. Its HOMO energy is -9.50 eV. The total energy is -361.81893 Ha. Its SMILES is O=CN1CC(O)C1. As for the net charge: 0.

Each atom is followed by the atoms it is bonded to, with distances in Å.
Atoms and positions in Å:
1 O 2.52540 1.17387 0.92862  C2 1.214
2 C 2.09692 0.17589 0.38633  O1 1.214, N3 1.362, H8 1.108
3 N 0.95504 0.12281 -0.35360  C2 1.362, C4 1.470, C7 1.469
4 C 0.06511 -1.04388 -0.44862  N3 1.470, C5 1.539, H9 1.095, H10 1.095
5 C -1.06790 -0.17177 0.11960  C4 1.539, O6 1.397, C7 1.550, H11 1.099
6 O -2.27929 -0.29525 -0.56526  C5 1.397, H12 0.965
7 C -0.16196 1.05533 -0.15528  N3 1.469, C5 1.550, H13 1.094, H14 1.096
8 H 2.60933 -0.80543 0.42486  C2 1.108
9 H 0.37917 -1.91977 0.12886  C4 1.095
10 H -0.13281 -1.33168 -1.48676  C4 1.095
11 H -1.18220 -0.33367 1.20042  C5 1.099
12 H -2.94413 0.22319 -0.09634  O6 0.965
13 H 0.01667 1.76893 0.65410  C7 1.094
14 H -0.43575 1.57603 -1.08010  C7 1.096